Entry 1:
Entry from the Open Molecules 2025 dataset: a molecular structure, C37H56AsGeN2OS4W (ωB97M-V with the def2-TZVPD basis set).

Summary:
E	-7599.67971	Ha
gap between HOMO and LUMO (alpha / beta)	0.2347 / 0.1950	Ha
charge	+3
expectation value of S²	2.022
energy above the lowest of the compared OMol25 structures with the same formula, charge and spin	1.496	eV
HOMO energy (alpha / beta)	-15.389 / -15.398	eV
multiplicity	3

Element x y z (Å)
W  -0.360  0.967  -0.168
C  -1.435  3.688  1.694
C  -2.591  2.702  1.896
S  -2.270  1.040  1.481
C  -3.731  1.867  5.258
C  -4.955  2.305  4.974
S  -2.506  1.059  -1.359
C  -2.453  2.754  -2.059
C  -2.265  3.713  -0.918
S  -0.787  3.373  0.074
H  -0.570  3.642  2.331
H  -1.747  4.681  1.756
H  -3.478  3.006  1.352
H  -2.954  2.636  2.943
H  -3.047  2.235  6.032
H  -3.379  0.976  4.736
H  -5.345  3.149  5.558
H  -5.608  1.736  4.319
H  -3.434  2.970  -2.500
H  -1.664  2.770  -2.816
H  -3.030  3.733  -0.285
H  -2.156  4.685  -1.371
C  3.709  0.283  -0.662
Ge  2.966  1.245  0.838
C  3.732  0.670  2.569
C  3.317  3.268  0.685
C  0.906  1.311  1.449
H  3.518  -0.771  -0.515
H  4.754  0.519  -0.443
H  3.379  0.677  -1.607
H  4.708  0.174  2.340
H  3.002  -0.032  3.036
H  3.775  1.566  3.128
H  4.356  3.266  0.324
H  3.149  3.848  1.636
H  2.665  3.720  -0.044
H  0.997  2.280  1.981
H  0.785  0.665  2.300
C  2.518  4.605  -2.841
N  2.652  3.079  -2.908
C  3.668  2.389  -3.727
C  1.763  2.434  -2.318
N  0.891  1.817  -1.794
H  2.198  4.931  -1.905
H  1.990  4.835  -3.719
H  3.540  4.937  -3.104
H  3.452  2.659  -4.757
H  3.526  1.276  -3.607
H  4.698  2.665  -3.413
C  2.474  -4.639  1.366
C  2.810  -3.289  1.352
C  1.855  -2.339  1.193
C  0.549  -2.763  0.933
C  0.150  -4.074  0.905
C  1.183  -5.010  1.094
As  -0.927  -1.406  1.152
C  -2.619  -2.144  0.876
C  -3.338  -2.371  -0.297
C  -4.615  -2.889  -0.276
C  -5.129  -3.183  0.979
C  -4.502  -2.863  2.178
C  -3.199  -2.357  2.142
C  -2.457  -1.877  3.303
C  -2.893  -1.943  4.629
C  -2.097  -1.555  5.628
C  -0.874  -1.001  5.353
C  -0.395  -0.813  4.088
C  -1.186  -1.321  3.037
H  3.234  -5.416  1.487
H  3.853  -3.070  1.414
H  2.045  -1.270  1.276
H  -0.877  -4.357  0.792
H  0.975  -6.058  1.003
H  -2.979  -1.957  -1.247
H  -5.114  -3.165  -1.203
H  -6.045  -3.728  0.955
H  -4.938  -3.125  3.121
H  -3.869  -2.288  4.903
H  -2.369  -1.685  6.633
H  -0.277  -0.558  6.104
H  0.507  -0.254  3.962
C  -0.557  0.380  -6.351
C  -0.367  -0.781  -5.340
C  0.258  -0.184  -4.038
S  -0.149  -1.175  -2.559
O  0.492  -0.559  -1.274
C  0.831  -2.619  -2.904
C  2.322  -2.340  -2.702
C  3.010  -3.663  -2.312
H  0.019  1.272  -6.183
H  -1.614  0.677  -6.382
H  -0.274  -0.015  -7.329
H  0.358  -1.428  -5.879
H  -1.273  -1.346  -5.186
H  -0.121  0.793  -3.795
H  1.306  -0.099  -4.056
H  0.524  -2.961  -3.908
H  0.452  -3.455  -2.323
H  2.528  -1.631  -1.893
H  2.827  -2.106  -3.661
H  2.718  -4.033  -1.357
H  4.111  -3.513  -2.283
H  2.813  -4.445  -2.973

Cartesian forces (eV/Å) of the 3 atoms listed first:
0.876 -1.675 0.082
-0.326 -1.819 -0.031
-0.069 1.071 1.556

=====

Entry 2:
Entry from the Open Molecules 2025 dataset: a molecular structure, C37H56AsN4O2PtSi3 (ωB97M-V with the def2-TZVPD basis set).

Summary:
E	-5036.31333	Ha
gap between HOMO and LUMO (alpha / beta)	0.1552 / 0.1555	Ha
charge	+1
energy above the lowest of the compared OMol25 structures with the same formula, charge and spin	2.747	eV
HOMO energy (alpha / beta)	-8.955 / -8.962	eV
multiplicity	1

Element x y z (Å)
Pt  0.500  0.075  -0.629
C  3.313  1.710  2.230
C  2.099  1.016  1.694
O  1.765  1.294  0.530
C  1.358  0.141  2.573
C  0.055  -0.226  2.403
C  -0.713  -0.793  3.559
N  -0.633  0.051  1.227
N  -1.883  0.190  1.444
C  -2.596  0.816  0.398
O  -2.061  1.296  -0.585
C  -4.063  0.883  0.627
C  -4.686  0.160  1.640
C  -6.061  0.221  1.790
C  -6.817  1.019  0.941
C  -6.195  1.760  -0.057
C  -4.823  1.691  -0.214
H  4.046  1.826  1.436
H  3.743  1.177  3.076
H  3.022  2.708  2.567
H  1.810  -0.083  3.527
H  -0.019  -1.131  4.324
H  -1.348  -1.614  3.224
H  -1.374  -0.037  3.987
H  -4.085  -0.447  2.308
H  -6.545  -0.344  2.576
H  -7.891  1.072  1.064
H  -6.782  2.391  -0.711
H  -4.320  2.262  -0.985
C  -1.466  -4.470  3.216
N  -0.301  -4.957  4.010
C  0.423  -6.055  3.311
C  0.628  -3.826  4.427
C  1.568  -3.378  3.339
C  2.947  -3.374  3.606
C  3.842  -2.912  2.656
C  3.385  -2.476  1.421
C  2.019  -2.509  1.127
C  1.132  -2.939  2.097
H  -2.056  -5.329  2.899
H  -1.075  -3.926  2.358
H  -2.062  -3.810  3.843
H  -0.677  -5.342  4.875
H  0.754  -5.681  2.346
H  -0.260  -6.891  3.184
H  1.281  -6.351  3.910
H  1.198  -4.202  5.277
H  -0.029  -3.026  4.769
H  3.316  -3.713  4.571
H  4.900  -2.895  2.881
H  4.091  -2.108  0.681
H  1.655  -2.126  0.174
C  2.456  -3.595  -2.494
Si  0.590  -3.619  -2.416
C  0.088  -4.646  -0.929
C  0.026  -4.433  -4.005
As  -0.496  -1.499  -2.182
Si  -0.689  -0.609  -4.396
C  -1.473  1.077  -4.215
C  -1.834  -1.669  -5.432
C  1.003  -0.623  -5.192
Si  -2.737  -2.216  -1.717
C  -2.849  -2.650  0.115
C  -3.875  -0.850  -2.281
C  -3.214  -3.771  -2.653
H  2.760  -4.608  -2.774
H  2.932  -3.363  -1.538
H  2.837  -2.913  -3.253
H  0.762  -5.501  -0.829
H  -0.930  -5.022  -1.021
H  0.158  -4.038  -0.023
H  0.488  -5.422  -4.062
H  0.370  -3.868  -4.874
H  -1.052  -4.559  -4.084
H  -2.554  1.006  -4.370
H  -1.069  1.771  -4.956
H  -1.316  1.495  -3.228
H  -2.834  -1.771  -5.010
H  -1.428  -2.666  -5.616
H  -1.943  -1.175  -6.402
H  1.706  0.062  -4.709
H  0.893  -0.317  -6.236
H  1.442  -1.623  -5.190
H  -2.145  -2.091  0.735
H  -2.649  -3.713  0.238
H  -3.857  -2.451  0.489
H  -3.520  0.142  -2.011
H  -4.869  -0.992  -1.845
H  -3.980  -0.891  -3.368
H  -2.712  -4.664  -2.283
H  -3.048  -3.699  -3.726
H  -4.289  -3.915  -2.499
N  6.055  1.742  -5.189
C  5.173  1.458  -4.510
C  4.068  1.104  -3.663
C  3.017  1.997  -3.464
C  1.951  1.639  -2.656
C  1.889  0.387  -2.030
C  2.979  -0.465  -2.208
C  4.053  -0.128  -3.016
H  3.044  2.969  -3.939
H  1.171  2.365  -2.489
H  2.999  -1.421  -1.696
H  4.881  -0.812  -3.146

Cartesian forces (eV/Å) of the 3 atoms listed first:
0.314 0.301 -0.119
0.019 -0.078 0.098
0.201 0.274 -0.344

=====

Entry 3:
Entry from the Open Molecules 2025 dataset: a molecular structure, C37H56F3I3N4O6PS (ωB97M-V with the def2-TZVPD basis set).

Summary:
E	-4045.90333	Ha
gap between HOMO and LUMO	0.3096	Ha
charge	+1
HOMO energy	-11.603	eV
multiplicity	1

Element x y z (Å)
C  1.077  0.241  5.705
C  -0.013  -0.655  5.180
I  -1.339  -1.395  6.666
C  -0.193  -0.992  3.900
I  -1.760  -2.246  3.228
N  0.753  -0.520  2.915
C  2.067  -1.185  3.026
C  2.030  -2.581  2.345
C  3.068  -3.504  2.972
F  3.347  -4.507  2.122
F  2.593  -4.100  4.086
F  4.197  -2.861  3.307
C  0.468  0.402  2.011
N  -0.765  1.020  2.066
C  -0.956  1.944  3.214
C  -2.210  1.747  4.089
O  -2.054  1.616  5.293
C  -3.621  1.777  3.555
C  -4.392  0.663  3.783
C  -5.708  0.588  3.389
C  -6.255  1.676  2.730
C  -5.480  2.786  2.503
C  -4.169  2.870  2.902
C  -1.275  1.543  0.770
C  -2.000  0.377  0.032
C  -3.557  0.544  -0.087
C  -4.324  -0.718  0.364
C  -3.883  0.720  -1.601
C  -0.261  2.371  -0.043
S  -0.670  4.145  0.462
C  -0.403  2.320  -1.595
C  -0.500  3.669  -2.370
C  -0.428  3.264  -3.881
I  0.177  4.981  -5.022
C  1.225  2.084  0.496
O  1.399  2.915  1.649
P  2.636  2.645  -0.623
N  3.927  2.508  0.227
O  2.560  4.232  -0.997
O  2.845  1.790  -1.986
N  1.393  0.741  1.043
C  1.839  -0.297  0.134
C  3.200  -0.585  0.094
C  3.709  -1.557  -0.715
C  2.880  -2.321  -1.520
C  1.526  -2.073  -1.473
C  1.036  -1.077  -0.658
H  0.670  0.989  6.391
H  1.479  0.809  4.853
H  1.915  -0.299  6.153
H  2.302  -1.388  4.074
H  2.871  -0.553  2.649
H  2.203  -2.541  1.272
H  1.062  -3.038  2.576
H  -0.118  1.783  3.895
H  -0.925  3.006  2.939
H  -3.980  -0.184  4.325
H  -6.299  -0.299  3.596
H  -7.298  1.625  2.435
H  -5.958  3.614  1.982
H  -3.561  3.754  2.723
H  -2.082  2.234  1.044
H  -1.649  0.164  -0.979
H  -1.863  -0.546  0.610
H  -3.922  1.458  0.392
H  -3.920  -1.170  1.271
H  -4.335  -1.417  -0.483
H  -5.371  -0.424  0.491
H  -3.331  -0.007  -2.203
H  -4.957  0.653  -1.789
H  -3.591  1.735  -1.921
H  0.443  4.876  0.260
H  -1.313  1.814  -1.936
H  0.414  1.778  -2.091
H  -1.472  4.145  -2.261
H  0.352  4.328  -2.212
H  0.296  2.464  -4.059
H  -1.400  2.904  -4.224
H  2.039  3.619  1.470
H  3.729  2.124  1.146
H  2.463  4.340  -1.958
H  2.716  2.382  -2.746
H  3.916  -0.047  0.707
H  4.776  -1.756  -0.764
H  3.232  -3.102  -2.186
H  0.833  -2.664  -2.062
H  -0.042  -0.939  -0.643
C  -6.108  -2.173  -5.464
C  -5.249  -1.135  -4.759
C  -3.804  -1.202  -5.231
O  -5.304  -1.341  -3.345
H  -5.747  -3.182  -5.248
H  -7.138  -2.119  -5.111
H  -6.101  -2.025  -6.544
H  -5.650  -0.138  -4.947
H  -3.371  -2.181  -5.008
H  -3.196  -0.457  -4.713
H  -3.729  -1.026  -6.305
H  -4.954  -2.220  -3.163
C  8.853  -3.465  -3.230
C  7.799  -2.988  -2.244
C  7.868  -3.770  -0.941
O  6.499  -3.129  -2.824
H  8.699  -4.518  -3.480
H  8.788  -2.902  -4.162
H  9.858  -3.348  -2.823
H  7.940  -1.925  -2.042
H  7.683  -4.833  -1.119
H  7.101  -3.424  -0.245
H  8.844  -3.662  -0.466
H  6.359  -4.064  -3.010

Cartesian forces (eV/Å) of the 3 atoms listed first:
-0.079 0.522 -0.908
-0.523 -0.449 0.738
0.613 0.255 -0.359